Arrangement A

Molecular formula: C4H10O2
Method: DFT, ωB97M-V/def2-TZVPD

* LUMO level: 1.0 eV
* HOMO energy: -9.70 eV
* spin multiplicity: 1
* SMILES string: COCCOC
* frontier orbital gap: 10.7 eV

```
16
Properties=species:S:1:pos:R:3:lowdin_charge:R:1
H 0.623 -1.594 -0.226 0.108
C -2.514 0.037 0.367 -0.119
H 1.315 0.774 0.591 0.042
H 3.170 0.765 0.716 0.096
H 2.134 -0.566 1.380 0.100
H -3.112 -0.814 0.703 0.091
H -2.920 0.419 -0.581 0.090
C 0.914 -0.761 -0.882 -0.135
C 2.251 0.193 0.593 -0.119
C -0.294 0.426 -0.381 -0.181
H -2.574 0.838 1.125 0.090
O -1.218 -0.456 0.190 -0.235
H -0.621 0.915 -1.302 0.100
O 2.227 -0.381 -0.684 -0.181
H 0.883 -1.117 -1.935 0.128
H -0.266 1.322 0.326 0.125
```

***

Arrangement B

Molecular formula: C4H10O2
Method: DFT, ωB97M-V/def2-TZVPD

* LUMO level: 0.8 eV
* HOMO energy: -9.82 eV
* spin multiplicity: 1
* frontier orbital gap: 10.7 eV

```
16
Properties=species:S:1:pos:R:3:lowdin_charge:R:1
C -1.086 -0.499 0.009 0.019
H 1.551 0.228 1.990 0.112
C -0.102 -0.840 1.069 -0.215
H 0.154 -0.363 -1.751 -0.025
C 1.080 0.987 -0.001 -0.255
O -0.031 -1.296 -2.043 -0.118
H 1.345 2.058 0.110 0.123
H -0.640 -1.198 1.953 0.126
H -0.792 -1.177 -2.623 0.043
H 0.029 1.146 1.862 0.118
H -1.822 0.264 0.187 0.100
O -0.058 0.802 -0.829 -0.209
H 0.544 -1.657 0.719 0.127
C 0.684 0.423 1.359 -0.189
H -1.577 -1.421 -0.407 0.121
H 1.989 0.475 -0.377 0.124
```

***

Arrangement C

Molecular formula: C4H10O2
Method: DFT, ωB97M-V/def2-TZVPD

* LUMO level: 0.6 eV
* HOMO energy: -10.08 eV
* spin multiplicity: 1
* SMILES string: CCC(C)=O.O
* frontier orbital gap: 10.7 eV

```
16
Properties=species:S:1:pos:R:3:lowdin_charge:R:1
H 0.761 0.219 -1.896 0.118
H 1.648 -1.095 -1.061 0.109
H 2.567 -0.044 -0.529 -0.081
H -3.035 0.929 1.136 0.075
H -2.506 -0.677 1.729 0.077
H -0.465 0.407 1.635 0.135
C -0.967 0.277 0.657 -0.204
H -2.939 -0.456 0.004 0.082
C 0.981 -0.229 -0.912 -0.027
O -0.678 -1.906 -0.248 0.089
H 3.475 1.207 -0.710 0.060
H -1.046 1.276 0.185 0.116
H 1.509 0.518 -0.295 0.079
C -2.463 0.022 0.877 -0.113
O 3.473 0.293 -0.346 -0.110
C -0.313 -0.741 -0.226 -0.407
```

***

Which one sits at the top of the stability order? arrangement C does.

***

Arrangement A

Molecular formula: C4H12
Method: DFT, ωB97M-V/def2-TZVPD

* LUMO level: 1.1 eV
* HOMO energy: -11.30 eV
* spin multiplicity: 1
* SMILES string: CC.CC
* frontier orbital gap: 12.4 eV

```
16
Properties=species:S:1:pos:R:3:lowdin_charge:R:1
C -0.250 -1.664 -1.613 -0.169
C -0.425 1.891 1.794 -0.166
H 0.490 1.489 2.245 0.060
H -0.570 -0.554 -1.672 0.069
H 0.670 -2.527 0.275 0.056
H -0.358 2.901 2.232 0.063
H 0.646 2.146 -0.007 0.039
H -0.301 0.616 0.330 0.056
H 1.690 -2.531 -0.910 0.057
H 1.259 -1.004 -0.221 0.038
H -1.079 1.989 -0.263 0.033
H -1.202 1.325 2.235 0.045
C -0.242 1.722 0.264 -0.127
H 0.094 -1.773 -2.623 0.043
C 0.854 -1.919 -0.595 -0.175
H -1.276 -2.107 -1.471 0.076
```

***

Arrangement B

Molecular formula: C4H12
Method: DFT, ωB97M-V/def2-TZVPD

* LUMO level: 1.1 eV
* HOMO energy: -11.17 eV
* spin multiplicity: 1
* SMILES string: CC.CC
* frontier orbital gap: 12.3 eV

```
16
Properties=species:S:1:pos:R:3:lowdin_charge:R:1
C 2.435 -0.092 1.262 -0.119
C -2.026 -0.190 -1.783 -0.203
H 2.699 0.261 2.366 0.098
H 3.276 0.084 0.743 -0.009
H -2.270 -1.643 -0.021 0.108
H -3.106 -0.015 -1.913 0.071
C 1.207 0.859 0.733 -0.154
C -1.669 -0.634 -0.399 -0.252
H 0.319 0.726 1.376 0.050
H -1.621 -0.908 -2.422 0.029
H 0.958 0.675 -0.278 0.014
H -0.551 -0.938 -0.165 0.068
H -1.891 0.227 0.374 0.082
H 2.093 -1.123 1.312 0.047
H 1.502 1.934 0.756 0.064
H -1.355 0.779 -1.939 0.107
```

***

Which one sits at the top of the stability order? arrangement A does.

***

Arrangement A

Molecular formula: C4H12
Method: DFT, ωB97M-V/def2-TZVPD

* LUMO level: 1.1 eV
* HOMO energy: -11.40 eV
* spin multiplicity: 1
* SMILES string: CC.CC
* frontier orbital gap: 12.5 eV

```
16
Properties=species:S:1:pos:R:3:lowdin_charge:R:1
H 1.810 -0.020 -2.297 0.059
C -0.324 0.593 -2.712 -0.155
H -0.508 -0.501 0.749 0.030
H 0.550 -0.155 3.563 0.055
H -0.928 0.725 3.247 0.055
H -0.064 1.605 -3.023 0.055
H -1.530 -1.153 2.090 0.058
H 0.525 1.004 2.255 0.054
H -1.174 0.686 -2.045 0.056
H 0.697 -1.090 -1.878 0.063
H -0.371 0.005 -3.621 0.059
C -0.073 0.251 2.768 -0.166
H 0.229 -1.619 1.843 0.061
H 0.886 0.517 -0.884 0.047
C -0.539 -0.849 1.776 -0.150
C 0.813 0.000 -1.832 -0.181
```

***

Arrangement B

Molecular formula: C4H12
Method: DFT, ωB97M-V/def2-TZVPD

* LUMO level: 1.1 eV
* HOMO energy: -10.97 eV
* spin multiplicity: 1
* SMILES string: CC.CC
* frontier orbital gap: 12.1 eV

```
16
Properties=species:S:1:pos:R:3:lowdin_charge:R:1
H -2.157 1.444 2.727 0.065
H 2.789 -0.977 -2.077 0.060
H -0.155 -0.878 -1.367 0.067
C 1.776 -0.650 -2.322 -0.168
C -1.603 1.392 1.772 -0.171
H 1.849 0.379 -2.689 0.063
H -1.662 -0.789 1.174 0.076
H 1.427 -1.237 -3.163 0.057
H -0.841 2.166 1.888 0.066
H -0.047 -0.123 1.229 0.023
H -2.412 1.747 1.125 0.064
C -1.044 0.019 1.607 -0.192
C 0.893 -0.714 -1.082 -0.191
H -1.058 -0.561 2.540 0.065
H 1.069 -1.573 -0.423 0.069
H 0.912 0.200 -0.494 0.047
```

***

Arrangement C

Molecular formula: C4H12
Method: DFT, ωB97M-V/def2-TZVPD

* LUMO level: 1.2 eV
* HOMO energy: -11.10 eV
* spin multiplicity: 1
* SMILES string: CC.CC
* frontier orbital gap: 12.3 eV

```
16
Properties=species:S:1:pos:R:3:lowdin_charge:R:1
H -2.027 2.417 -1.063 0.017
H 0.244 -2.738 -1.140 0.040
H -2.220 1.763 0.543 0.047
H -1.513 3.532 0.009 0.087
H 0.591 2.500 -0.347 0.022
H 1.031 -1.723 1.513 0.078
H -0.560 -1.868 -0.061 0.037
C 0.369 -1.969 -0.466 -0.188
H -0.092 0.911 -0.701 0.069
H 1.511 -3.338 0.829 0.060
C -0.139 1.838 0.011 -0.147
H 0.056 1.616 1.076 0.062
H 2.426 -1.957 0.373 0.084
C -1.642 2.394 -0.097 -0.147
H 0.613 -1.098 -1.067 0.059
C 1.353 -2.283 0.588 -0.180
```

***

Arrangement D

Molecular formula: C4H12
Method: DFT, ωB97M-V/def2-TZVPD

* LUMO level: 1.2 eV
* HOMO energy: -11.32 eV
* spin multiplicity: 1
* SMILES string: CC.CC
* frontier orbital gap: 12.5 eV

```
16
Properties=species:S:1:pos:R:3:lowdin_charge:R:1
H 2.134 -0.989 0.525 -0.010
H -1.222 -1.207 0.105 0.133
H -1.980 1.021 -0.531 -0.023
H -2.082 -0.766 1.751 0.062
H 3.353 -0.796 -0.510 0.095
H 2.387 1.321 -0.730 0.074
C 1.608 0.482 -0.813 -0.174
H 1.274 0.561 -1.895 0.076
H -0.615 -0.008 1.229 -0.014
C -2.321 0.731 0.326 -0.184
C -1.505 -0.355 0.932 -0.193
H 1.832 -1.721 -0.995 0.053
H 0.851 0.920 -0.112 0.046
C 2.210 -0.894 -0.447 -0.152
H -3.389 0.258 0.135 0.108
H -2.499 1.628 1.039 0.104
```

***

Which one sits at the top of the stability order? arrangement A does.

***

Arrangement A

Molecular formula: C4H12
Method: DFT, ωB97M-V/def2-TZVPD

* LUMO level: 1.1 eV
* HOMO energy: -11.47 eV
* spin multiplicity: 1
* SMILES string: CC.CC
* frontier orbital gap: 12.6 eV

```
16
Properties=species:S:1:pos:R:3:lowdin_charge:R:1
H -3.438 0.503 -0.235 0.067
H 2.848 -0.492 -0.962 0.072
H 2.722 1.713 1.069 0.056
H -1.709 -0.003 1.340 0.050
C -2.055 -0.786 0.673 -0.190
C -2.854 -0.368 -0.560 -0.164
H -3.515 -1.195 -0.828 0.060
C 2.375 0.765 0.675 -0.170
H 1.399 0.371 0.992 0.056
H 3.136 0.080 1.090 0.061
H 1.511 0.589 -1.406 0.051
H -1.088 -1.300 0.519 0.059
H -2.662 -1.493 1.251 0.061
C 2.444 0.547 -0.840 -0.182
H -2.244 -0.163 -1.435 0.055
H 3.131 1.233 -1.344 0.057
```

***

Arrangement B

Molecular formula: C4H12
Method: DFT, ωB97M-V/def2-TZVPD

* LUMO level: 1.1 eV
* HOMO energy: -11.05 eV
* spin multiplicity: 1
* SMILES string: CC.CC
* frontier orbital gap: 12.2 eV

```
16
Properties=species:S:1:pos:R:3:lowdin_charge:R:1
H 1.445 -2.771 -1.383 0.070
C 0.183 -1.572 -0.304 -0.225
H 0.216 -3.762 -0.820 0.072
C -1.138 1.733 0.214 -0.148
H 0.918 -0.706 -0.297 0.080
H -0.363 -1.223 -1.198 0.065
H 0.549 3.201 -0.115 0.054
C 0.805 -2.892 -0.496 -0.203
H -1.897 2.411 -0.078 0.047
H -0.207 3.410 1.291 0.054
C 0.079 2.584 0.648 -0.152
H -0.333 -1.528 0.712 0.090
H -1.011 1.086 -0.605 0.024
H -1.537 1.092 0.978 0.058
H 0.917 2.025 1.059 0.055
H 1.373 -3.089 0.393 0.059
```

***

Arrangement C

Molecular formula: C4H12
Method: DFT, ωB97M-V/def2-TZVPD

* LUMO level: 1.2 eV
* HOMO energy: -11.67 eV
* spin multiplicity: 1
* SMILES string: CC.CC
* frontier orbital gap: 12.9 eV

```
16
Properties=species:S:1:pos:R:3:lowdin_charge:R:1
H -1.806 0.821 -0.770 0.056
H 2.949 -0.587 -0.587 0.059
C -1.973 -0.232 -0.533 -0.160
H -1.274 0.418 1.442 0.049
H -2.598 -0.809 1.498 0.055
H -3.037 -0.364 -0.729 0.055
H 1.257 -0.889 -1.064 0.050
C 1.901 -0.406 -0.333 -0.174
H 1.614 1.622 -1.100 0.062
H 2.603 1.407 0.378 0.061
C -1.707 -0.465 0.980 -0.159
C 1.695 1.100 -0.147 -0.164
H 0.853 1.449 0.450 0.047
H 1.846 -0.944 0.620 0.062
H -1.346 -0.847 -1.168 0.048
H -0.977 -1.273 1.062 0.052
```

***

Arrangement D

Molecular formula: C4H12
Method: DFT, ωB97M-V/def2-TZVPD

* LUMO level: 1.1 eV
* HOMO energy: -11.42 eV
* spin multiplicity: 1
* SMILES string: CC.CC
* frontier orbital gap: 12.5 eV

```
16
Properties=species:S:1:pos:R:3:lowdin_charge:R:1
H 2.349 -0.103 0.797 0.076
C 1.804 -1.914 -0.499 -0.184
H -1.059 0.794 -0.580 0.069
H 1.406 -2.495 0.397 0.073
H 1.997 0.260 -0.921 0.056
C -2.891 1.046 0.464 -0.202
C 2.492 -0.513 -0.276 -0.202
H 3.580 -0.615 -0.462 0.051
H -3.449 1.396 -0.471 0.075
H -3.434 1.478 1.308 0.050
C -1.354 1.324 0.370 -0.182
H -0.977 1.046 1.357 0.051
H 1.000 -1.666 -1.275 0.068
H -3.007 -0.058 0.478 0.059
H 2.697 -2.445 -0.946 0.060
H -1.155 2.465 0.258 0.084
```

***

Which one sits at the top of the stability order? arrangement C does.